Computed, not measured: a 2-piece molecular cluster, C5H7NO overall, with ωB97M-V/def2-TZVPD.

Structure (XYZ):
```
14
C5H7NO ωB97M-V/def2-TZVPD
O -0.279 1.770 0.259
C -0.764 0.675 0.134
C 1.752 -0.883 -0.530
C 2.102 0.303 -0.078
N 2.423 1.403 0.335
C -1.818 -0.045 -0.570
C -1.261 -0.519 0.820
H 1.587 1.971 0.542
H 1.566 -1.685 0.173
H 1.566 -1.032 -1.586
H -2.739 0.534 -0.624
H -1.609 -0.697 -1.417
H -0.713 -1.459 0.804
H -1.811 -0.334 1.739
```

Results
HOMO level = -9.027 eV
DFT total energy = -8832.6498 eV
energy above the lowest of the compared OMol25 structures with the same formula, charge and spin = 342.82 kJ/mol
SMILES string = O=C1CC1.C=C=N